(1)
Molecular formula: C5H9NO2
Method: DFT, the ωB97M-V functional and the def2-TZVPD basis

Output
- HOMO level (eV) = -9.0473
- Kohn-Sham gap (eV) = 9.099
- energy above the lowest of the compared OMol25 structures with the same formula, charge and spin (kcal per mole) = 139.37
- LUMO level (eV) = 0.1

The geometry in XYZ format:
```
17
Properties=species:S:1:pos:R:3:lowdin_charge:R:1
C -0.937 -0.795 0.265 -0.283
C -0.476 0.268 1.247 -0.117
C 0.255 1.626 -0.650 -0.136
C 1.097 0.445 -0.567 -0.257
C 0.478 -0.867 -0.587 -0.311
H -2.873 -1.103 -0.297 0.288
H -0.999 -1.783 0.586 0.114
H -1.322 0.752 1.557 0.090
H 0.108 -0.009 2.153 0.141
H 0.689 2.671 -0.823 0.145
H -0.757 1.305 -0.960 0.116
H 2.225 0.519 -0.716 0.165
H 0.204 -1.314 -1.536 0.142
H 2.222 -0.818 0.432 0.225
N 0.504 1.120 0.579 -0.080
O -1.907 -0.347 -0.729 -0.138
O 1.489 -1.671 0.046 -0.105
```



(2)
Molecular formula: C32H65FI2N3O9
Method: DFT, the ωB97M-V functional and the def2-TZVPD basis

Output
- HOMO level (eV) = -10.3673
- Kohn-Sham gap (eV) = 6.650
- total charge = +1
- LUMO level (eV) = -3.7

The geometry in XYZ format:
```
112
Properties=species:S:1:pos:R:3:lowdin_charge:R:1
C -0.542 0.727 1.335 -0.092
C -0.333 2.215 0.826 -0.302
C 1.137 2.540 0.360 -0.601
I 1.293 4.716 0.033 0.912
C 1.563 1.888 -0.985 -0.167
C 2.666 0.982 -1.171 -0.095
C 3.716 0.372 -0.187 -0.278
C 3.399 -1.164 0.001 -0.027
F 3.867 1.086 1.018 -0.019
N 2.788 0.596 -2.540 0.206
C 1.747 1.302 -3.160 -0.236
N 1.453 1.289 -4.571 0.117
C 2.276 2.212 -5.081 -0.255
C 3.838 1.917 -5.184 -0.013
C 1.820 3.619 -5.576 -0.037
N 0.978 2.057 -2.294 0.047
C -0.209 2.868 -2.680 -0.160
C -1.310 1.863 -3.294 -0.688
C -2.660 1.831 -2.465 -0.169
I -1.806 2.366 -5.371 0.870
H -0.871 0.025 0.510 0.078
H 0.321 0.315 1.925 0.075
H -1.421 0.764 2.053 0.087
H -1.107 2.533 0.062 0.077
H -0.534 2.882 1.723 0.106
H 1.890 2.288 1.149 0.086
H 4.719 0.438 -0.719 0.155
H 3.700 -1.774 -0.905 0.092
H 3.839 -1.613 0.936 0.087
H 2.271 -1.284 0.067 0.094
H 3.486 -0.014 -2.959 0.164
H 4.351 2.690 -4.530 0.106
H 4.126 2.002 -6.266 0.104
H 4.048 0.882 -4.787 0.072
H 0.713 3.786 -5.562 0.001
H 2.235 3.798 -6.618 0.108
H 2.320 4.384 -4.898 0.120
H -0.587 3.433 -1.792 0.074
H 0.084 3.604 -3.489 0.083
H -0.917 0.805 -3.343 0.076
H -3.208 0.877 -2.740 0.087
H -2.516 1.862 -1.350 0.064
H -3.327 2.664 -2.844 0.065
C -0.911 -4.206 5.071 -0.109
O -0.103 -3.048 5.154 -0.209
C -0.334 -2.310 6.348 -0.195
C 0.907 -1.520 6.737 -0.178
O 1.918 -2.316 7.351 -0.126
C 2.643 -3.194 6.492 -0.173
C 3.609 -2.475 5.564 -0.191
O 2.911 -1.909 4.459 -0.207
C 3.603 -0.825 3.880 -0.120
H -1.971 -3.933 5.037 0.093
H -0.650 -4.736 4.154 0.069
H -0.717 -4.872 5.919 0.094
H -0.609 -2.980 7.170 0.129
H -1.161 -1.616 6.153 0.126
H 0.613 -0.792 7.498 0.128
H 1.307 -0.953 5.895 0.116
H 1.969 -3.854 5.945 0.119
H 3.231 -3.828 7.161 0.130
H 4.336 -3.192 5.165 0.127
H 4.138 -1.694 6.124 0.130
H 3.766 -0.034 4.620 0.094
H 2.988 -0.420 3.076 0.063
H 4.561 -1.160 3.464 0.089
C -2.925 9.089 -1.844 -0.102
O -1.682 8.906 -2.496 -0.199
C -0.881 7.917 -1.868 -0.205
C 0.069 7.284 -2.873 -0.184
O -0.561 6.322 -3.724 -0.166
C -1.424 6.842 -4.738 -0.170
C -0.680 7.533 -5.870 -0.197
O -0.285 8.840 -5.481 -0.200
C 0.820 9.315 -6.224 -0.105
H -2.774 9.450 -0.822 0.090
H -3.495 9.830 -2.404 0.092
H -3.495 8.153 -1.834 0.087
H -1.508 7.138 -1.419 0.122
H -0.300 8.414 -1.080 0.130
H 0.819 6.720 -2.314 0.063
H 0.605 8.035 -3.455 0.123
H -2.194 7.482 -4.307 0.124
H -1.934 5.969 -5.156 0.105
H -1.344 7.631 -6.738 0.131
H 0.197 6.934 -6.149 0.119
H 1.680 8.648 -6.101 0.084
H 1.090 10.298 -5.838 0.092
H 0.560 9.406 -7.284 0.091
C -3.594 -11.605 1.154 -0.110
O -3.451 -10.199 1.111 -0.207
C -4.656 -9.521 1.445 -0.198
C -4.354 -8.148 2.026 -0.178
O -3.926 -8.189 3.386 -0.129
C -2.605 -8.673 3.621 -0.172
C -1.518 -7.703 3.185 -0.196
O -1.330 -7.763 1.776 -0.200
C -0.769 -6.577 1.258 -0.116
H -4.325 -11.940 0.411 0.088
H -2.626 -12.051 0.927 0.089
H -3.896 -11.931 2.155 0.088
H -5.239 -10.102 2.169 0.128
H -5.237 -9.406 0.521 0.127
H -5.287 -7.577 2.034 0.126
H -3.649 -7.592 1.406 0.117
H -2.466 -9.663 3.183 0.120
H -2.532 -8.793 4.705 0.128
H -0.567 -7.981 3.656 0.130
H -1.793 -6.687 3.492 0.109
H -1.413 -5.718 1.481 0.085
H -0.699 -6.681 0.174 0.087
H 0.234 -6.414 1.667 0.087
```



Among the records above, which one has the lowest LUMO level?
C32H65FI2N3O9



Which of these has the highest HOMO level?
C5H9NO2